[1]
DFT (wB97M-V/def2-TZVPD) results for a structure of composition C4H13N5.

```
22
Properties=species:S:1:pos:R:3:forces:R:3:lowdin_charge:R:1
C -1.039 0.272 -0.852 0.3 0.2 0.2 -0.1767
C -1.015 1.779 -0.610 0.0 -0.1 0.0 -0.0860
C -0.811 -0.611 0.362 -0.5 -0.2 -0.1 -0.4833
N -1.553 -0.317 1.494 0.3 -0.1 -0.3 0.1337
N -0.616 -1.930 0.059 0.9 0.1 -0.1 0.0901
H -2.132 0.504 1.468 0.0 -0.1 0.0 0.0876
H -1.917 -1.094 2.021 0.0 0.1 0.0 0.1010
H -0.633 -2.540 0.869 -0.1 0.1 0.0 0.0900
H -2.013 -0.034 -1.247 0.1 -0.1 0.1 0.1247
H -0.290 0.006 -1.597 0.0 0.0 0.0 0.1123
H -0.020 2.114 -0.322 0.0 0.0 0.0 0.0556
H -1.741 2.107 0.140 0.0 0.0 0.0 0.0644
H -1.259 2.297 -1.538 0.0 0.0 0.0 0.0799
C 1.975 -0.193 -0.281 -0.8 0.2 -0.3 -0.6778
N 1.021 -0.050 0.866 0.2 -0.2 -0.2 0.1017
N 1.910 -1.432 -0.742 0.1 0.0 0.2 0.0003
N 2.563 0.855 -0.763 0.1 -0.1 0.1 0.0521
H 0.367 -2.026 -0.444 -0.7 0.3 0.3 0.0753
H 1.227 -0.746 1.577 0.0 0.0 0.0 0.1152
H 1.030 0.873 1.284 0.1 0.0 -0.1 0.1041
H 2.498 -1.515 -1.564 0.0 0.0 0.1 0.0396
H 2.448 1.680 -0.180 0.0 -0.1 0.0 -0.0037
```
Positions in Å, forces in eV/Å.

Properties
total charge	0
electronic energy	-11808.4008	eV
LUMO level	0.4795	eV
E_HOMO	-7.3851	eV
largest force on an atom	0.897	eV/Å
ΔE to the lowest compared entry with this formula, charge and spin	12.20	kcal/mol


[2]
DFT (wB97M-V/def2-TZVPD) results for a cluster of 6 separate species, C21H48N2O12P in total at a distorted geometry.

```
84
Properties=species:S:1:pos:R:3:forces:R:3:lowdin_charge:R:1
N -0.554 0.440 0.194 0.4 -0.8 -0.4 -0.0715
C 0.624 -0.445 0.074 -0.4 0.0 0.2 -0.4405
P 0.458 -1.825 1.436 -0.2 1.8 1.5 0.3832
O 0.717 -3.165 0.238 -0.8 -0.7 -0.9 -0.3888
N -0.297 -3.372 -0.596 2.1 -0.3 0.1 -0.1759
O 0.109 -4.003 -1.548 -1.0 -0.2 -0.3 -0.1125
H -0.400 1.177 0.856 -0.1 0.3 0.0 0.0174
H -0.859 0.791 -0.697 -0.1 0.4 0.0 0.0265
H 0.690 -0.863 -0.942 -0.2 0.1 0.2 0.0486
H 1.575 0.082 0.273 -0.2 -0.2 0.0 0.0509
H -0.976 -1.895 1.230 0.1 -0.1 -0.2 -0.0422
H 0.387 -2.803 2.526 -0.1 -0.2 -0.2 -0.0792
H 1.913 -1.776 1.591 0.0 -0.4 -0.2 -0.0490
H 0.257 -0.745 2.402 0.2 0.0 0.1 -0.0660
O -1.784 -7.135 2.359 -0.2 -0.1 0.2 0.1067
C -1.924 -7.121 1.169 0.6 -0.1 0.0 -0.5314
O -3.161 -7.255 0.658 -0.6 0.1 0.0 -0.0035
C -3.450 -7.084 -0.729 0.1 0.0 -0.2 -0.2374
C -3.183 -8.353 -1.512 0.1 -0.1 0.0 -0.0720
C -0.747 -7.043 0.237 0.1 0.5 -0.3 0.0101
H -2.914 -6.223 -1.132 0.1 0.0 0.0 0.1176
H -4.510 -6.841 -0.778 0.0 0.0 0.1 0.1194
H -2.133 -8.641 -1.467 0.0 0.1 -0.1 0.0652
H -3.461 -8.222 -2.559 0.0 0.0 0.0 0.0773
H -3.760 -9.181 -1.096 -0.1 0.1 0.0 0.0785
H -0.310 -8.037 0.138 0.0 0.0 0.0 0.0923
H -0.009 -6.369 0.668 0.0 -0.1 0.1 0.0921
H -0.985 -6.650 -0.749 0.1 -0.1 0.0 0.0601
O -2.106 3.378 0.066 -0.1 -0.1 0.2 0.1054
C -1.206 4.098 -0.264 -0.3 0.2 -0.3 -0.5228
O -0.181 4.272 0.587 0.4 -0.2 0.3 -0.0269
C 1.020 4.967 0.251 0.0 0.2 -0.1 -0.2269
C 0.862 6.462 0.433 -0.1 0.1 0.0 -0.0614
C -1.247 4.849 -1.565 0.2 -0.1 0.1 0.0124
H 1.355 4.697 -0.752 -0.1 0.0 0.0 0.1176
H 1.776 4.593 0.942 -0.1 -0.1 0.0 0.1203
H 0.096 6.870 -0.227 0.1 0.0 -0.1 0.0673
H 1.804 6.974 0.227 0.0 0.0 0.0 0.0787
H 0.556 6.688 1.456 0.1 0.0 0.0 0.0800
H -1.863 5.741 -1.442 0.0 0.0 0.1 0.1016
H -1.693 4.201 -2.312 -0.1 0.2 0.4 0.0582
H -0.271 5.133 -1.948 0.0 0.1 0.0 0.0713
O 4.424 -0.506 2.353 0.0 0.5 0.2 0.1019
C 5.021 -1.330 1.728 -0.2 -0.3 0.2 -0.5552
O 4.802 -1.428 0.409 0.1 0.3 -0.4 -0.0039
C 5.547 -2.280 -0.456 0.0 -0.3 0.0 -0.2439
C 4.993 -3.689 -0.450 -0.1 -0.1 0.0 -0.0600
C 5.936 -2.315 2.407 0.6 0.0 -0.1 0.0053
H 6.612 -2.244 -0.213 0.0 0.0 0.1 0.1065
H 5.440 -1.850 -1.451 -0.1 0.1 0.1 0.1193
H 5.060 -4.145 0.537 0.1 0.0 0.0 0.0681
H 5.536 -4.317 -1.160 0.0 0.0 0.0 0.0755
H 3.937 -3.678 -0.725 0.0 0.0 0.0 0.0854
H 5.335 -3.119 2.830 0.0 0.0 0.0 0.0975
H 6.457 -1.799 3.211 -0.2 0.0 0.1 0.0852
H 6.698 -2.738 1.755 -0.1 -0.1 0.0 0.0629
O -1.722 6.768 5.696 0.0 0.2 0.0 0.0876
C -1.358 5.646 5.465 -0.3 -0.1 0.0 -0.5476
O -0.594 5.415 4.396 0.4 0.2 -0.2 0.0018
C 0.024 4.145 4.126 -0.1 -0.4 -0.1 -0.2172
C -0.921 3.198 3.422 -0.2 0.0 0.2 -0.0482
C -1.814 4.489 6.313 0.4 -0.3 0.4 0.0067
H 0.441 3.719 5.041 -0.1 0.1 0.0 0.1128
H 0.869 4.366 3.474 0.0 0.2 0.0 0.1127
H -1.794 2.964 4.033 0.1 -0.1 0.1 0.0744
H -0.413 2.264 3.177 0.0 0.0 0.0 0.0873
H -1.287 3.646 2.505 0.0 0.0 -0.1 0.0548
H -2.811 4.188 5.993 0.0 0.0 0.0 0.0967
H -1.856 4.819 7.350 -0.2 0.1 -0.1 0.0872
H -1.152 3.627 6.281 -0.1 -0.1 -0.1 0.0690
O -1.028 3.984 -4.164 0.2 0.0 -0.6 0.0742
C -1.715 3.144 -4.681 0.1 0.0 -0.3 -0.5268
O -1.560 1.874 -4.302 0.1 -0.2 0.3 0.0178
C -2.419 0.805 -4.712 -0.1 -0.2 -0.2 -0.2217
C -2.011 0.252 -6.061 0.1 0.1 -0.1 -0.0656
C -2.677 3.487 -5.786 -0.6 0.0 0.1 0.0157
H -3.464 1.118 -4.684 0.0 0.1 -0.1 0.1152
H -2.306 0.034 -3.952 0.1 0.1 0.1 0.1302
H -2.089 1.004 -6.848 -0.1 0.0 0.0 0.0643
H -2.639 -0.597 -6.331 0.0 0.0 0.0 0.0812
H -0.971 -0.076 -6.034 0.0 -0.1 0.1 0.0859
H -2.127 3.555 -6.724 0.0 0.0 0.0 0.0955
H -3.123 4.455 -5.564 0.2 0.1 0.0 0.0916
H -3.496 2.780 -5.898 0.1 -0.1 -0.1 0.0692
```
Positions in Å, forces in eV/Å.

Properties
total charge	-1
electronic energy	-59390.5038	eV
LUMO level	2.1327	eV
E_HOMO	-3.2669	eV
largest force on an atom	2.347	eV/Å


[3]
DFT (wB97M-V/def2-TZVPD) results for the ion C4H8N with charge +1 at a distorted geometry.

```
13
Properties=species:S:1:pos:R:3:forces:R:3:lowdin_charge:R:1
C 0.065 0.568 -0.109 12.4 -3.5 1.3 0.0741
C -2.009 -0.548 0.239 2.4 0.3 -2.4 0.0104
C 2.634 -0.172 -0.075 0.2 -0.3 0.1 -0.0073
C -1.260 0.788 -0.133 -3.4 -1.4 1.1 -0.1280
N 1.231 0.200 -0.046 -7.9 3.1 0.0 0.1509
H -1.632 -1.350 -0.398 -0.3 0.1 -0.3 0.1036
H -3.026 -0.445 0.163 -2.4 0.4 -0.5 0.0666
H -1.789 -0.856 1.184 0.7 -0.5 2.9 0.0586
H 2.830 -0.128 -1.188 0.5 -0.5 1.5 0.1276
H 3.288 0.533 0.548 -1.2 -0.8 -1.1 0.1329
H 2.655 -1.194 0.426 0.3 1.2 -1.1 0.1283
H -1.415 1.040 -1.127 -1.1 0.8 -2.1 0.1339
H -1.571 1.563 0.519 -0.1 1.0 0.6 0.1485
```
Positions in Å, forces in eV/Å.

Properties
total charge	+1
SMILES string	CCC#[N+]C
electronic energy	-5758.9918	eV
LUMO level	-4.0858	eV
E_HOMO	-16.8802	eV
largest force on an atom	12.933	eV/Å
ΔE to the lowest compared entry with this formula, charge and spin	20.12	kcal/mol


[4]
DFT (wB97M-V/def2-TZVPD) results for a structure of composition C36H44Cl5IN2O5Si4Sn.

```
98
Properties=species:S:1:pos:R:3:forces:R:3:lowdin_charge:R:1
Sn 1.964 -0.796 1.462 -0.3 0.1 -0.1 0.8778
C -1.762 -5.148 -0.314 -0.1 0.0 0.0 -0.0467
C -2.143 -4.485 0.979 0.1 0.0 0.0 -0.2971
N -3.367 -4.636 1.411 -0.1 0.0 0.0 0.0834
C -3.721 -4.058 2.583 0.1 0.1 0.0 -0.1558
C -2.842 -3.348 3.360 0.0 0.0 0.0 -0.2203
C -3.333 -2.788 4.668 0.0 0.0 0.0 -0.2361
O -3.120 -3.683 5.774 0.1 0.1 0.1 -0.0767
C -1.511 -3.156 2.920 0.1 0.0 0.2 -0.1123
C -0.572 -2.460 3.782 -0.2 0.1 0.2 -0.0893
N 0.505 -1.892 3.413 0.1 0.0 -0.2 0.0346
C 1.415 -1.271 4.305 -0.1 -0.1 0.0 -0.3282
C 1.371 -1.338 5.697 0.0 0.0 0.0 -0.0464
C 2.363 -0.703 6.429 0.0 0.0 0.0 -0.1178
C 3.390 -0.026 5.778 0.0 0.0 0.0 -0.1132
C 3.421 0.021 4.389 0.1 0.1 0.0 -0.1437
C 2.433 -0.593 3.630 -0.2 -0.1 0.1 -0.3009
I 4.865 -0.573 0.886 0.5 0.1 -0.1 -0.1922
C -1.110 -3.689 1.653 -0.1 -0.2 0.0 -0.4460
O 0.009 -3.520 1.117 0.1 -0.2 0.0 -0.1359
H -1.464 -6.186 -0.136 0.0 0.0 0.0 0.0728
H -0.915 -4.637 -0.766 0.0 0.0 0.0 0.0449
H -2.616 -5.155 -0.992 0.0 0.0 0.0 0.0649
H -4.754 -4.178 2.892 0.0 0.0 0.0 0.0915
H -4.413 -2.637 4.626 0.0 0.0 0.0 0.1092
H -2.871 -1.820 4.880 -0.1 0.0 0.0 0.1057
H -2.218 -4.010 5.693 0.0 0.0 0.0 0.0706
H -0.842 -2.430 4.848 0.0 0.0 0.0 0.1010
H 0.584 -1.878 6.209 0.0 0.0 0.0 0.0896
H 2.342 -0.745 7.513 0.0 0.0 0.0 0.0850
H 4.170 0.457 6.356 0.0 0.0 0.0 0.0856
H 4.239 0.533 3.893 0.0 0.0 0.0 0.0586
Cl -4.112 2.878 2.316 0.0 0.0 0.0 0.6579
C -2.901 2.269 1.247 0.0 0.0 0.1 -0.7052
C -2.741 0.898 1.080 0.0 0.0 0.1 -0.6841
Cl -3.736 -0.210 1.943 0.0 0.0 -0.1 0.7328
C -1.766 0.414 0.223 0.0 -0.1 -0.2 -0.5742
Cl -1.522 -1.273 0.029 0.0 0.3 -0.2 0.8710
C -0.939 1.287 -0.490 -0.1 -0.2 0.1 -0.4356
O -0.003 0.805 -1.303 0.3 0.0 -0.2 -0.3030
C -1.082 2.654 -0.283 0.1 0.1 0.0 -0.5844
Cl 0.019 3.714 -1.081 -0.1 0.0 0.1 0.7867
C -2.057 3.143 0.575 0.0 0.2 0.1 -0.6937
Cl -2.198 4.846 0.827 0.0 0.0 0.0 0.6645
O -0.061 1.836 3.001 -0.3 -0.1 0.0 0.0415
C 1.034 2.027 2.484 0.0 0.3 0.2 -0.6340
O 1.517 1.415 1.470 0.1 -0.4 -0.3 -0.2681
C 1.925 3.120 3.049 0.0 0.1 -0.1 -0.1222
C 1.401 4.043 3.945 0.0 0.0 0.1 -0.0277
C 2.203 5.048 4.466 0.0 0.0 0.0 -0.1041
C 3.541 5.128 4.099 0.0 0.0 0.0 -0.1193
C 4.068 4.206 3.204 0.0 0.0 0.0 -0.0903
C 3.260 3.211 2.673 0.0 0.0 -0.1 -0.0262
H 0.361 3.943 4.228 0.0 0.0 0.0 0.1108
H 1.787 5.769 5.160 0.0 0.0 0.0 0.0880
H 4.172 5.906 4.513 0.0 0.0 0.0 0.0855
H 5.111 4.260 2.918 0.0 0.0 0.0 0.0944
H 3.647 2.493 1.961 0.0 0.0 0.0 0.0893
C -2.348 0.322 -5.493 0.0 0.0 0.0 -0.2196
Si -2.225 -0.124 -3.662 0.1 0.0 0.0 0.4216
C -2.670 -1.945 -3.535 -0.1 0.0 0.0 -0.2112
C -3.518 0.895 -2.750 0.0 0.0 0.0 -0.1967
Si -0.035 0.384 -2.956 -0.1 -0.1 0.4 0.4746
Si 1.372 -1.449 -3.360 0.0 0.1 -0.3 0.4338
C 3.169 -0.901 -3.501 0.0 0.0 0.1 -0.1981
C 1.203 -2.946 -2.260 -0.1 0.0 0.1 -0.1953
C 0.844 -1.946 -5.116 0.0 0.0 0.0 -0.2228
Si 0.820 2.208 -4.163 -0.1 -0.1 0.0 0.4004
C -0.459 3.574 -4.427 -0.1 0.0 0.0 -0.2429
C 1.307 1.643 -5.896 0.0 0.0 0.0 -0.2260
C 2.373 2.873 -3.333 0.0 0.0 0.1 -0.2355
H -3.366 0.129 -5.840 0.0 0.0 0.0 0.0264
H -1.665 -0.280 -6.095 0.0 0.0 0.0 0.0157
H -2.118 1.372 -5.678 0.0 0.0 0.0 0.0072
H -3.756 -2.054 -3.593 0.0 0.0 0.0 0.0314
H -2.342 -2.400 -2.602 0.0 0.0 0.1 0.0027
H -2.232 -2.513 -4.356 0.0 0.0 0.0 0.0131
H -4.381 1.042 -3.405 -0.1 0.0 0.0 0.0271
H -3.152 1.876 -2.445 0.0 0.0 0.0 0.0217
H -3.854 0.378 -1.850 0.0 0.0 0.0 0.0295
H 3.739 -1.255 -2.641 0.1 0.0 0.1 0.0157
H 3.289 0.180 -3.530 0.0 0.1 0.0 -0.0012
H 3.609 -1.314 -4.413 0.1 0.0 0.0 0.0267
H 0.703 -2.763 -1.310 0.0 0.1 0.1 -0.0122
H 2.200 -3.322 -2.020 0.0 -0.1 0.0 0.0382
H 0.646 -3.727 -2.782 0.0 -0.1 0.0 0.0271
H 0.988 -1.135 -5.832 0.0 0.0 0.0 0.0030
H -0.202 -2.248 -5.157 -0.1 0.0 0.0 -0.0023
H 1.449 -2.794 -5.449 0.0 0.0 0.0 0.0292
H -0.965 3.426 -5.383 0.0 0.0 0.0 0.0123
H 0.032 4.549 -4.446 0.0 0.0 0.0 0.0235
H -1.217 3.606 -3.644 0.0 0.0 0.0 -0.0034
H 0.465 1.210 -6.439 0.0 0.0 0.0 0.0124
H 2.105 0.900 -5.863 0.1 0.0 0.0 0.0144
H 1.670 2.504 -6.464 0.0 0.0 0.0 0.0283
H 2.477 2.528 -2.304 0.0 0.0 0.0 0.0219
H 2.358 3.965 -3.315 0.0 0.0 0.0 0.0213
H 3.259 2.551 -3.883 0.1 0.0 0.0 0.0211
```
Positions in Å, forces in eV/Å.

Properties
total charge	-2
electronic energy	-159326.6753	eV
LUMO level	3.8265	eV
E_HOMO	-1.9757	eV
largest force on an atom	0.554	eV/Å
ΔE to the lowest compared entry with this formula, charge and spin	0.26	kcal/mol